Run one
Computed, not measured: a gas-phase ion, H2NOS (charge -1), with ωB97M-V with the def2-TZVPD basis set.

Geometry as XYZ:
```
5
H2NOS ωB97M-V with the def2-TZVPD basis set
O -1.11180 -1.50557 0.62728
S -0.15156 0.56188 -0.94174
N -0.28636 -0.55999 0.69304
H -0.74460 0.38328 1.39806
H 0.80494 -0.24892 -1.37486
```

The calculation puts the gap between HOMO and LUMO (spin up / spin down) at 6.4 / 6.4 eV. As for the LUMO energy (spin up / spin down): 4.35 / 4.35 eV. The charge is -1. As for the SMILES: [O-]NS. The highest occupied orbital energy (spin up / spin down) is -2.01 / -2.02 eV. As for the spin multiplicity: 1.

***

Run two
Computed, not measured: 2 unconnected molecules or ions with the total composition H2NOS, with ωB97M-V with the def2-TZVPD basis set.

Geometry as XYZ:
```
5
H2NOS ωB97M-V with the def2-TZVPD basis set
S -1.69459 1.60260 -0.10994
N 1.29471 -0.34068 -0.01359
H 0.38237 -0.74228 0.38335
O 1.89575 -1.06628 -0.84802
H -1.87824 0.54664 0.58821
```

The calculation puts the gap between HOMO and LUMO at 5.8 eV. As for the LUMO energy: 3.16 eV. The charge is -1. The highest occupied orbital energy is -2.68 eV. As for the spin multiplicity: 1.

***

Stability check: which of them is most stable? run two.

***

Run one
Computed, not measured: 2 unconnected molecules or ions with the total composition C4H6, with ωB97M-V with the def2-TZVPD basis set.

Geometry as XYZ:
```
10
C4H6 ωB97M-V with the def2-TZVPD basis set
H -2.05801 -0.13611 -1.37864
C -1.10398 0.39589 0.56143
H -0.89305 -1.25177 -0.53585
H -0.47409 -0.03760 1.34394
H 1.90799 -1.48135 0.65590
H -1.70262 1.15807 0.59970
C -1.38630 -0.30253 -0.49414
C 2.00790 0.50999 -0.38800
H 1.85722 1.65278 -0.57315
C 1.84493 -0.50737 0.20882
```

The calculation puts the gap between HOMO and LUMO at 11.2 eV. As for the LUMO energy: 1.31 eV. As for the SMILES: C#C.C=C. The highest occupied orbital energy is -9.84 eV. As for the spin multiplicity: 1.

***

Run two
Computed, not measured: C4H6 in the gas phase, with ωB97M-V with the def2-TZVPD basis set.

Geometry as XYZ:
```
10
C4H6 ωB97M-V with the def2-TZVPD basis set
H -1.87942 0.86291 -0.67315
C 0.79816 -0.84014 0.19568
H -1.14449 -0.98859 0.91002
H -0.24846 1.56612 -0.59995
H 0.92738 -1.90592 0.43148
H 2.37272 -0.81141 -1.09871
H -1.32130 1.53197 0.84312
C 1.86100 -0.09100 -0.42728
C -0.98420 0.98348 -0.04199
C -0.43547 -0.32833 0.41686
```

The calculation puts the gap between HOMO and LUMO (spin up / spin down) at 7.7 / 7.9 eV. As for the LUMO energy (spin up / spin down): -0.59 / -0.71 eV. The highest occupied orbital energy (spin up / spin down) is -8.30 / -8.65 eV. As for the spin multiplicity: 1.

***

Run three
Computed, not measured: C4H6 in the gas phase, with ωB97M-V with the def2-TZVPD basis set.

Geometry as XYZ:
```
10
C4H6 ωB97M-V with the def2-TZVPD basis set
C 0.54931 -0.07104 0.11130
H 2.24983 0.90690 -0.61197
H 2.09008 -0.94023 -0.23742
H -2.04012 0.88429 0.20031
H -2.52615 -0.25434 -1.08553
H -2.38533 -0.81062 0.60618
C -1.97439 -0.14802 -0.15407
C 1.97402 0.09803 0.08444
H 2.53975 0.18443 1.01036
C -0.55105 -0.40697 -0.25470
```

The calculation puts the gap between HOMO and LUMO at 10.0 eV. As for the LUMO energy: 0.91 eV. As for the SMILES: CC#CC. The highest occupied orbital energy is -9.13 eV. As for the spin multiplicity: 1.

***

Stability check: which of them is most stable? run three.

***

Run one
Computed, not measured: C6H12S2 in the gas phase, with ωB97M-V with the def2-TZVPD basis set.

Geometry as XYZ:
```
20
C6H12S2 ωB97M-V with the def2-TZVPD basis set
C 0.32463 1.15732 -1.23239
S 2.57858 -1.45073 -0.53905
H 1.59793 1.81702 1.44769
H -0.56806 1.30802 -1.72410
H 0.65956 2.12072 -0.70282
H 1.06896 0.84284 -1.96769
H 1.20478 -0.92347 1.31685
C 2.21345 0.92540 0.98730
H -1.07057 -1.12118 0.99378
C 1.48823 -0.31632 0.48032
C -3.46927 -1.25514 0.11785
H -3.63854 -1.56094 1.18081
H -2.96388 -2.13227 -0.24397
C -0.99640 -0.30701 0.32871
S -2.53163 0.15773 -0.28268
H 2.70581 -0.40451 -1.58733
H -4.50661 -1.13091 -0.32239
H 2.71826 1.52288 0.20840
H 2.99352 0.61157 1.68186
C 0.19126 0.13899 -0.14117
```

The calculation puts the gap between HOMO and LUMO at 8.7 eV. As for the LUMO energy: 0.79 eV. As for the SMILES: CS/C=C(\C)[C@H](C)S. The highest occupied orbital energy is -7.88 eV. As for the spin multiplicity: 1.

***

Run two
Computed, not measured: C6H12S2 in the gas phase, with ωB97M-V with the def2-TZVPD basis set.

Geometry as XYZ:
```
20
C6H12S2 ωB97M-V with the def2-TZVPD basis set
H -2.13695 1.45653 1.26942
S 1.57286 -1.18260 1.10343
H 2.22902 2.27658 -1.15626
C -2.34157 0.51825 0.78348
H 2.88659 1.04566 -0.17108
C -0.13936 -1.82512 -1.45319
H -1.05551 -2.52889 -1.35442
H -2.94084 -0.04083 1.42396
H -0.67494 0.32336 -1.30255
H -2.79859 0.74952 -0.13318
H 1.41863 -0.52581 2.24819
H 0.77910 -2.32384 -1.04882
C -1.22104 -0.50743 0.57642
S 0.70492 1.65845 0.69494
C -0.44508 -0.57700 -0.75057
H -1.30832 -1.55629 1.11085
H 2.97444 2.69712 0.44744
C 2.29632 1.90680 -0.14063
H -0.07567 -1.53570 -2.55084
C 0.27598 -0.02876 0.40340
```

The calculation puts the gap between HOMO and LUMO at 9.2 eV. As for the LUMO energy: 0.80 eV. As for the SMILES: CSC1(S)[C@@H](C)[C@@H]1C. The highest occupied orbital energy is -8.37 eV. As for the spin multiplicity: 1.

***

Stability check: which of them is most stable? run one.

***

Run one
Computed, not measured: 2 unconnected molecules or ions with the total composition C4H10NO, with ωB97M-V with the def2-TZVPD basis set.

Geometry as XYZ:
```
16
C4H10NO ωB97M-V with the def2-TZVPD basis set
N -0.21220 -0.63178 0.06685
H -0.94248 -0.41173 -0.63738
C 0.99826 0.10872 -0.03218
H 0.67273 1.31784 1.71104
C -0.62346 -1.24608 1.11656
H -1.41699 -1.95840 0.91350
H 2.28815 1.41647 1.05372
C 1.57413 0.25514 -1.20231
H -2.72120 1.45657 -0.93866
H -0.24012 -0.99923 2.09970
H 1.09142 -0.15015 -2.08406
H -2.90148 0.23488 -1.87847
H 2.54561 0.70021 -1.35331
C 1.46663 0.72247 1.26108
H 1.92166 0.00342 1.95107
O -2.45713 0.54036 -1.07264
```

The calculation puts the gap between HOMO and LUMO at 9.3 eV. As for the LUMO energy: -5.16 eV. The charge is +1. The highest occupied orbital energy is -14.48 eV. As for the spin multiplicity: 1.

***

Run two
Computed, not measured: 2 unconnected molecules or ions with the total composition C4H10NO, with ωB97M-V with the def2-TZVPD basis set.

Geometry as XYZ:
```
16
C4H10NO ωB97M-V with the def2-TZVPD basis set
O 3.22365 1.33488 -0.73776
H 2.66502 -1.11491 1.19027
H 2.89726 1.80609 -1.48096
C -0.89831 -0.76820 -0.31025
H -3.65803 -0.46878 0.57991
H -1.20168 -1.72142 0.11089
H 1.98353 0.36616 1.84530
H 0.25074 -0.65159 -0.23239
H -3.50326 -1.12267 -1.06332
C 2.73125 0.03848 1.11528
C 2.26386 0.57257 -0.23020
H -3.77855 0.59118 -0.73716
H 3.78237 0.24093 1.30039
H -1.65356 1.06996 -0.53964
N -1.82899 0.08878 -0.40863
C -3.27531 -0.26146 -0.40173
```

The calculation puts the gap between HOMO and LUMO at 7.2 eV. As for the LUMO energy: -5.06 eV. The charge is +1. The highest occupied orbital energy is -12.29 eV. As for the spin multiplicity: 1.

***

Run three
Computed, not measured: 2 unconnected molecules or ions with the total composition C4H10NO, with ωB97M-V with the def2-TZVPD basis set.

Geometry as XYZ:
```
16
C4H10NO ωB97M-V with the def2-TZVPD basis set
H 1.58098 -2.37121 0.63708
H -1.91998 1.08992 1.19331
O -1.71887 -1.32373 -0.34677
C -2.25154 0.93931 0.04408
H 1.52596 0.57000 -1.39675
N -1.40371 -0.19623 -0.16272
C 1.05237 -0.15681 0.49733
H 1.74525 -1.57299 -0.90321
H 0.22630 -1.95030 -0.13328
C 1.16021 -1.53732 0.05880
H -3.35242 0.79067 -0.04312
H 0.63293 0.08667 1.56888
C 1.46022 0.93376 -0.29287
H 0.70780 1.66638 -0.29407
H 2.38730 1.35102 0.22123
H -1.83279 1.68087 -0.64790
```

The calculation puts the gap between HOMO and LUMO at 8.3 eV. As for the LUMO energy: -5.77 eV. The charge is +1. The highest occupied orbital energy is -14.06 eV. As for the spin multiplicity: 1.

***

Run four
Computed, not measured: a gas-phase ion, C4H10NO (charge +1), with ωB97M-V with the def2-TZVPD basis set.

Geometry as XYZ:
```
16
C4H10NO ωB97M-V with the def2-TZVPD basis set
C -0.17726 -0.05434 0.11156
H -1.06483 -1.95455 -0.16424
H -0.57677 -1.15623 -1.84690
C -0.64410 0.33463 1.53255
N 0.10206 1.23215 -0.70784
H -0.66875 1.42938 -1.31415
H 0.81125 1.17245 -1.40663
H -2.02986 -0.48414 -0.95007
H 1.81618 0.18824 0.96614
C 1.33676 -0.47299 0.36539
H 1.83133 -0.70212 -0.58551
H 1.56610 -1.36720 0.79843
H -0.72918 -0.56563 2.07257
C -0.97219 -1.02733 -0.74896
O -0.89369 1.45946 1.82497
H 0.29294 1.96821 0.05269
```

The calculation puts the gap between HOMO and LUMO at 11.5 eV. As for the LUMO energy: -3.55 eV. The charge is +1. As for the SMILES: CC(C)([NH3+])C=O. The highest occupied orbital energy is -15.03 eV. As for the spin multiplicity: 1.

***

Stability check: which of them is most stable? run one.

***

Run one
Computed, not measured: a gas-phase ion, C4H10NO (charge +1), with ωB97M-V with the def2-TZVPD basis set.

Geometry as XYZ:
```
16
C4H10NO ωB97M-V with the def2-TZVPD basis set
H 1.43208 -1.03432 -2.00086
C -0.66118 -0.94592 -1.10405
H -1.70959 -0.74082 -1.36789
H -0.18273 -1.80762 1.63426
H 0.27414 1.85601 0.51829
H -0.05430 -0.21945 2.43726
H 0.43262 0.58660 -2.39894
H -0.48611 -2.01973 -0.88451
C 0.53130 -0.32488 -1.76414
N 0.11581 -0.00653 -0.34809
H 1.30755 -1.30757 2.38582
C 0.41017 -0.98745 1.85983
C -0.33498 1.37915 -0.21705
H -0.05920 1.93182 -1.19457
O 1.00908 -0.44992 0.68029
H -1.38889 1.35893 0.06236
```

The calculation puts the gap between HOMO and LUMO at 13.1 eV. As for the LUMO energy: -2.82 eV. The charge is +1. As for the SMILES: CO[N+]1(C)CC1. The highest occupied orbital energy is -15.96 eV. As for the spin multiplicity: 1.

***

Run two
Computed, not measured: a gas-phase ion, C4H10NO (charge +1), with ωB97M-V with the def2-TZVPD basis set.

Geometry as XYZ:
```
16
C4H10NO ωB97M-V with the def2-TZVPD basis set
H 1.33921 -1.21845 1.93189
N -0.28308 -0.01381 -0.02033
H -0.28227 1.02456 -1.82992
C 1.17306 -0.39557 0.01158
H 1.62967 0.37775 0.62743
C -2.10541 1.44873 -0.63116
H -0.02278 2.04141 -0.38699
O -2.58122 1.10218 0.41363
H -0.74367 -0.79016 -0.50049
H -2.72881 1.83640 -1.44353
H 1.50493 -0.42963 -1.01663
H -0.76338 0.02239 0.88260
C -0.61747 1.23654 -0.81639
H 2.34643 -2.14982 0.85017
H 0.73344 -2.47898 1.01589
C 1.40137 -1.61356 0.91226
```

The calculation puts the gap between HOMO and LUMO at 11.3 eV. As for the LUMO energy: -3.91 eV. The charge is +1. As for the SMILES: CC[NH2+]CC=O. The highest occupied orbital energy is -15.21 eV. As for the spin multiplicity: 1.

***

Run three
Computed, not measured: a gas-phase ion, C4H10NO (charge +1), with ωB97M-V with the def2-TZVPD basis set.

Geometry as XYZ:
```
16
C4H10NO ωB97M-V with the def2-TZVPD basis set
H 0.05272 -1.85792 0.16255
H -1.91220 0.43207 1.29572
H -1.46255 -0.65869 -0.80266
H 0.65360 1.07979 -1.83863
H -0.63889 0.30362 -2.52156
C 0.53544 -0.88681 0.01472
C -0.66958 -0.00455 -0.42719
C -1.17182 0.91428 0.65534
H 0.36201 -0.80453 2.25946
N -0.32465 0.82608 -1.70108
H -0.88040 1.68577 -1.70758
C 1.08690 -0.74981 1.45606
O -0.62182 1.95755 0.87319
H 1.38509 -0.87971 -0.69424
H 1.88455 -1.49814 1.53819
H 1.72159 0.14098 1.43770
```

The calculation puts the gap between HOMO and LUMO at 10.8 eV. As for the LUMO energy: -4.04 eV. The charge is +1. As for the SMILES: CC[C@H]([NH3+])C=O. The highest occupied orbital energy is -14.81 eV. As for the spin multiplicity: 1.

***

Stability check: which of them is most stable? run two.

***

Run one
Computed, not measured: 2 unconnected molecules or ions with the total composition C2H11N2O, with ωB97M-V with the def2-TZVPD basis set.

Geometry as XYZ:
```
16
C2H11N2O ωB97M-V with the def2-TZVPD basis set
N 1.33780 -1.33518 0.28207
N -0.94365 0.78041 -0.48782
H 0.41888 1.10443 -2.19985
H 1.17952 1.29094 -0.70217
H -1.04671 0.23421 0.43762
O -1.34753 0.57756 2.05794
H -1.59270 0.29688 -1.18783
H 1.40341 -2.24017 0.05278
H 2.09549 -0.82365 -1.56608
H 0.35452 -1.65437 -1.45472
H -1.18978 1.87568 -0.38762
H 0.50785 -1.12612 0.80375
C 1.01746 -0.80283 -1.10191
H -1.96481 -0.04438 2.41081
C 0.50471 0.62116 -1.18328
H -1.27749 1.43945 2.48114
```

The calculation puts the gap between HOMO and LUMO at 9.7 eV. As for the LUMO energy: -3.75 eV. The charge is +1. The highest occupied orbital energy is -13.49 eV. As for the spin multiplicity: 1.

***

Run two
Computed, not measured: 2 unconnected molecules or ions with the total composition C2H11N2O, with ωB97M-V with the def2-TZVPD basis set.

Geometry as XYZ:
```
16
C2H11N2O ωB97M-V with the def2-TZVPD basis set
O 1.78070 -2.10180 -1.86255
N -0.92260 2.49919 0.60580
N -0.07311 -1.10753 0.10358
C -0.73154 1.12156 1.02195
H 2.69344 -2.34632 -1.67663
H 0.65444 -1.14026 0.82274
H 0.43105 -1.61553 -0.64198
H -0.00834 1.05153 1.82926
H -0.04924 3.03028 0.54082
H -1.32547 0.25178 -0.78935
H -1.35424 3.08449 1.29980
C -0.39316 0.36670 -0.24184
H -1.68789 0.77782 1.40767
H 1.33258 -2.90333 -2.15301
H -0.84473 -1.61955 0.52776
H 0.49810 0.65097 -0.79401
```

The calculation puts the gap between HOMO and LUMO at 10.0 eV. As for the LUMO energy: -3.47 eV. The charge is +1. The highest occupied orbital energy is -13.51 eV. As for the spin multiplicity: 1.

***

Run three
Computed, not measured: 2 unconnected molecules or ions with the total composition C2H11N2O, with ωB97M-V with the def2-TZVPD basis set.

Geometry as XYZ:
```
16
C2H11N2O ωB97M-V with the def2-TZVPD basis set
H -1.01520 -2.07935 1.62938
C -1.32564 -1.09677 1.11802
H 0.83587 -0.12258 -1.68603
N 1.07848 0.26535 -0.77504
H 1.70042 2.00745 0.24705
H -1.30769 -2.16003 -0.79953
O -0.30463 -0.07836 1.45455
H 2.25842 1.86613 -1.46407
H 0.34266 0.20103 0.00745
N -1.36936 -1.19071 -0.39071
H 0.58791 2.28081 -1.16402
H -2.04433 -0.58893 -0.74722
H -2.32190 -0.84702 1.37747
C 1.37858 1.71933 -0.81522
H -0.35097 0.04405 2.41808
H 1.85737 -0.22041 -0.41018
```

The calculation puts the gap between HOMO and LUMO at 11.0 eV. As for the LUMO energy: -3.05 eV. The charge is +1. The highest occupied orbital energy is -14.03 eV. As for the spin multiplicity: 1.

***

Stability check: which of them is most stable? run two.